Entry 1:
# C4H12N2S

The molecule C4H12N2S at a distorted geometry (ωB97M-V/def2-TZVPD, the Open Molecules 2025 dataset).

Geometry as XYZ:
```
19
Properties=species:S:1:pos:R:3:lowdin_charge:R:1
C -0.43010 -0.94738 0.61233 -0.253
N 0.19325 0.28490 1.11549 -0.090
C 0.82932 1.16231 0.13584 -0.266
C 1.98281 0.58139 -0.76561 -0.526
S 2.71951 -1.05944 -0.44212 0.690
C -1.92159 -0.76073 0.28329 -0.270
N -2.21562 0.52061 -0.38137 -0.019
H -0.29970 -1.79141 1.29790 0.115
H 0.10573 -1.34250 -0.25437 0.058
H 2.27808 -1.55174 -1.60021 -0.146
H 0.06950 1.55757 -0.53149 0.088
H 1.28166 1.95456 0.72102 0.101
H 2.78699 1.31220 -0.75374 0.047
H 1.69046 0.57600 -1.81430 0.058
H -2.17472 -1.56084 -0.42545 0.105
H -2.53343 -0.86133 1.18326 0.098
H -1.96748 1.30113 0.20644 0.048
H 0.83551 0.05392 1.86650 0.097
H -3.23018 0.57075 -0.45343 0.064
```

As for the SMILES: NCCNCCS. The LUMO energy comes out at 0.0319 hartree. Its net charge is 0. The spin multiplicity is 1. The calculation puts the calculated total energy at -18157.2565 eV. For the HOMO energy, the calculation gives -8.50 eV. The energy relative to the best compared isomer or geometry (same formula, charge and spin) comes out at 73.5 kJ/mol. The maximum force is 0.024 Eh/bohr.

=====

Entry 2:
# C4H13N

A cluster of 3 separate species, C4H13N in total at a distorted geometry (ωB97M-V/def2-TZVPD, the Open Molecules 2025 dataset).

Geometry as XYZ:
```
18
Properties=species:S:1:pos:R:3:lowdin_charge:R:1
C 1.09865 -0.87877 0.09118 -0.339
C -0.06448 -1.76771 0.52534 -0.135
C 1.24830 -0.81020 -1.42744 -0.128
H 2.02782 -1.24341 0.53898 0.100
H 0.96528 0.12849 0.49271 0.024
H 1.44242 -1.80125 -1.84406 0.068
H 2.06129 -0.14366 -1.71981 0.067
H 0.33653 -0.42457 -1.89128 0.059
H -0.17895 -1.77009 1.61044 0.065
H 0.08201 -2.79820 0.19363 0.068
H -1.00659 -1.41714 0.09608 0.052
C -1.19659 2.03864 -0.18608 -0.126
N -1.71415 1.55622 0.91206 -0.024
H -0.86497 1.62388 1.63983 0.060
H -2.39843 0.81028 0.91551 0.103
H -0.34566 2.87103 0.26134 0.046
H -1.80712 1.95253 -1.08392 0.079
H 0.31463 2.07393 0.87547 -0.040
```

The LUMO energy (spin up / spin down) comes out at -0.0053 / -0.0052 hartree. Its net charge is 0. The spin multiplicity is 1. The calculation puts the calculated total energy at -5843.0360 eV. For the HOMO energy (spin up / spin down), the calculation gives -6.72 / -6.73 eV. The energy relative to the best compared isomer or geometry (same formula, charge and spin) comes out at 539.9 kJ/mol. The maximum force is 0.093 Eh/bohr.

=====

Entry 3:
# H20O30S5Zn3

A structure of composition H20O30S5Zn3 at a distorted geometry (ωB97M-V/def2-TZVPD, the Open Molecules 2025 dataset).

Geometry as XYZ:
```
58
Properties=species:S:1:pos:R:3:lowdin_charge:R:1
Zn 19.94482 -10.88815 4.65214 0.662
Zn 19.88030 -6.64579 5.79711 0.923
Zn 23.61316 -9.18053 6.89959 0.699
S 23.71359 -7.70163 9.09265 0.264
O 23.78791 -7.45181 7.67033 -0.375
O 22.45646 -7.29115 9.71207 -0.346
O 23.77437 -9.16466 9.00808 -0.365
O 24.85943 -7.12720 9.77794 -0.370
S 18.63597 -8.22374 3.29856 0.225
O 18.57341 -7.39172 4.47613 -0.383
O 17.31284 -8.13583 2.62316 -0.411
O 19.73446 -7.86673 2.41902 -0.351
O 18.87741 -9.57574 3.76720 -0.359
S 21.69235 -13.47595 5.93206 0.148
O 21.20585 -14.79271 5.46920 -0.454
O 21.61315 -13.48632 7.35632 -0.352
O 23.07506 -13.32636 5.52039 -0.399
O 20.98117 -12.36139 5.34739 -0.364
S 20.32322 -9.29646 7.46743 0.438
O 21.76698 -9.33548 7.33654 -0.295
O 19.96595 -9.83360 8.78817 -0.328
O 19.77915 -7.94231 7.21093 -0.382
O 19.79176 -10.15433 6.41350 -0.330
S 22.02512 -8.59638 4.32224 0.290
O 23.27443 -8.69152 5.11018 -0.358
O 21.56624 -9.96153 4.14778 -0.310
O 21.13146 -7.85871 5.12793 -0.374
O 22.35587 -7.95504 3.05129 -0.335
O 16.92448 -9.63588 6.81931 -0.032
H 17.85460 -9.49608 6.64160 0.010
H 16.89839 -10.43335 7.34808 0.028
O 23.91760 -11.23336 7.03921 -0.019
H 24.42907 -11.72046 7.68526 0.071
H 23.43501 -11.90593 6.55860 0.001
O 20.00706 -6.92919 9.65778 -0.085
H 20.94792 -7.08512 9.73970 -0.072
H 19.78812 -7.23882 8.77889 -0.045
O 21.44024 -5.79732 7.24891 -0.025
H 22.10066 -6.42078 7.55116 0.012
H 21.07576 -5.42556 8.05215 0.049
O 21.85311 -11.75676 9.29986 -0.061
H 22.80991 -11.74209 9.32312 0.014
H 21.60455 -10.85854 9.08160 -0.023
O 21.08539 -9.47988 11.10362 -0.074
H 21.57782 -8.65924 11.12002 -0.002
H 20.61617 -9.46157 10.26951 -0.039
O 18.24615 -12.10011 5.15234 -0.012
H 17.50550 -12.03083 5.75473 0.052
H 18.42434 -13.03901 5.09808 0.069
O 16.72750 -7.31523 8.16347 -0.072
H 17.31194 -6.85585 7.56044 0.001
H 16.74891 -8.22641 7.87101 -0.031
O 19.34242 -12.41287 8.27116 -0.050
H 19.52483 -11.54579 7.90904 -0.019
H 18.39199 -12.50538 8.20528 0.012
O 17.63571 -10.41485 9.64413 -0.066
H 18.52240 -10.14531 9.40462 -0.033
H 17.76156 -11.07836 10.32247 0.030
```

The LUMO energy comes out at 0.2607 hartree. Its net charge is -4. The spin multiplicity is 1. The calculation puts the calculated total energy at -261181.4778 eV. For the HOMO energy, the calculation gives 2.75 eV. The energy relative to the best compared isomer or geometry (same formula, charge and spin) comes out at 0.0 kJ/mol. The maximum force is 0.121 Eh/bohr.

=====

Entry 4:
# C3H8O2S2

A structure of composition C3H8O2S2 at a distorted geometry (ωB97M-V/def2-TZVPD, the Open Molecules 2025 dataset).

Geometry as XYZ:
```
15
Properties=species:S:1:pos:R:3:lowdin_charge:R:1
C -1.66304 0.00401 -0.43994 -0.512
C 0.21406 0.43189 -0.01527 -0.522
C 1.12695 -0.77374 0.08285 -0.577
O 2.44370 -0.32278 0.21887 -0.007
O 0.75407 -1.65837 1.08324 0.002
S -1.74149 -0.74273 -2.04083 0.692
S 0.13086 1.32708 1.55221 0.757
H -2.18036 0.94569 -0.35954 0.028
H -1.93310 -0.72610 0.31136 0.037
H 0.50547 1.09650 -0.82279 0.083
H 1.10484 -1.33809 -0.85431 0.149
H 2.51608 0.22576 1.01311 0.072
H 0.75382 -1.19994 1.93564 0.075
H -1.48420 0.36081 -2.74299 -0.146
H -0.54768 2.37002 1.07838 -0.131
```

The LUMO energy comes out at 0.0151 hartree. Its net charge is 0. The spin multiplicity is 1. The calculation puts the calculated total energy at -29004.7154 eV. For the HOMO energy, the calculation gives -8.59 eV. The energy relative to the best compared isomer or geometry (same formula, charge and spin) comes out at 205.8 kJ/mol. The maximum force is 0.082 Eh/bohr.

=====

Entry 5:
# C41H57ClF3NO13

A cluster of 9 separate species, C41H57ClF3NO13 in total at a distorted geometry (ωB97M-V/def2-TZVPD, the Open Molecules 2025 dataset).

Geometry as XYZ:
```
116
Properties=species:S:1:pos:R:3:lowdin_charge:R:1
C 3.69187 0.40192 3.51175 -0.095
C 2.17053 0.53714 3.36705 -0.215
C 1.30858 0.51166 4.67177 -0.145
N -0.18742 0.44473 4.42688 -0.181
C -0.66500 1.68702 3.56911 0.044
C -1.10599 0.29460 5.71852 -0.236
C -2.38912 -0.29229 5.24752 -0.233
C -2.03860 -1.07199 3.99213 -0.167
C -0.57640 -0.88280 3.75501 -0.110
H 4.11354 0.30405 2.51139 0.074
H 4.00577 -0.51962 4.00198 0.061
H 4.20463 1.28652 3.88945 0.069
H 1.89958 -0.17501 2.58762 0.093
H 2.02280 1.52416 2.92879 0.096
H 1.42637 1.40357 5.28716 0.092
H 1.71763 -0.31531 5.25221 0.104
H -0.33228 2.59690 4.06862 0.080
H -1.75192 1.75606 3.52508 0.067
H -0.30691 1.63066 2.54115 0.089
H -1.22220 1.27237 6.18603 0.061
H -0.61572 -0.33189 6.46367 0.043
H -3.19219 0.43053 5.10365 0.093
H -2.83472 -0.83234 6.08292 0.087
H -2.57785 -0.73355 3.10739 0.096
H -2.43871 -2.08480 4.03938 0.112
H -0.27698 -0.91452 2.70742 0.109
H -0.01257 -1.59986 4.35169 0.120
Cl 0.19363 0.02340 -0.80041 0.631
O 0.77390 1.04355 0.01735 -0.368
O -0.89995 0.57265 -1.57547 -0.376
O 1.17461 -0.41401 -1.74599 -0.370
O -0.16417 -1.10825 0.05283 -0.381
C 2.30131 -3.15015 1.90584 -0.021
O 2.93135 -2.91826 3.17801 -0.039
C 2.44337 -3.42890 4.33998 -0.584
O 1.44824 -4.12100 4.36431 0.099
O 3.14520 -2.90937 5.33358 -0.024
C 2.81388 -2.93850 6.67768 -0.145
H 2.86872 -2.91463 1.00546 0.099
H 1.35732 -2.60567 1.88318 0.066
H 2.11689 -4.21987 1.80684 0.093
H 2.56843 -3.95661 6.97986 0.086
H 1.87267 -2.42024 6.86102 0.048
H 3.67389 -2.60129 7.25628 0.090
C 4.72014 4.86922 -5.76649 -0.085
O 4.68184 3.72522 -4.97350 -0.016
C 3.52079 3.01434 -4.88569 -0.463
O 2.37509 3.39921 -5.20581 0.085
O 3.84720 1.73805 -4.37624 -0.048
C 2.78734 0.80055 -4.16566 -0.061
H 3.91004 5.59850 -5.76707 0.100
H 4.85667 4.55708 -6.80188 0.092
H 5.64360 5.43855 -5.66079 0.085
H 3.20051 0.01701 -3.53049 0.091
H 2.54523 0.25130 -5.07550 0.090
H 1.90592 1.31277 -3.77988 0.084
C 3.44839 2.60491 -1.07294 -0.050
O 4.77813 3.05441 -0.95525 -0.031
C 5.27870 4.24275 -1.45916 -0.477
O 4.50427 5.11277 -1.86817 0.090
O 6.64926 4.29677 -1.46316 -0.014
C 7.29920 5.34878 -2.09618 -0.077
H 3.61564 1.52799 -1.09212 0.098
H 2.89608 2.91391 -1.96039 0.094
H 2.87823 2.83108 -0.17190 0.089
H 6.82064 6.30951 -1.90626 0.094
H 7.18098 5.14568 -3.16055 0.089
H 8.36718 5.43050 -1.89409 0.094
F -0.61693 -2.01814 -8.24000 0.028
C -0.71291 -0.92992 -7.42242 -0.282
C -0.93721 0.26115 -8.09661 -0.029
C -1.02635 1.46743 -7.35125 -0.081
C -0.98093 1.49208 -5.94678 -0.068
C -0.77492 0.24276 -5.29119 -0.059
C -0.67792 -0.98928 -6.03008 -0.003
H -1.16871 0.30153 -9.15073 0.106
H -1.08268 2.34718 -7.97516 0.091
H -0.93207 2.36665 -5.31500 0.099
H -0.70873 0.17818 -4.21516 0.081
H -0.51006 -1.89792 -5.47097 0.110
F -3.00739 0.73603 1.27200 0.057
C -3.62030 1.93079 1.15034 -0.284
C -4.11166 2.71835 2.17774 -0.034
C -4.72319 3.98629 1.97437 -0.065
C -4.80481 4.44162 0.65236 -0.119
C -4.20313 3.74086 -0.36095 -0.077
C -3.59263 2.47871 -0.11762 0.014
H -4.04353 2.27187 3.15877 0.092
H -5.12977 4.50506 2.82992 0.095
H -5.22920 5.39581 0.37701 0.095
H -4.05628 4.25207 -1.30090 0.102
H -3.15476 1.90168 -0.91870 0.103
F -5.27724 -2.67594 -4.92145 0.109
C -5.09284 -2.51317 -3.67545 -0.332
C -5.80299 -3.33562 -2.74421 -0.015
C -5.49417 -3.18210 -1.39245 -0.082
C -4.44584 -2.31488 -1.03209 -0.125
C -3.73711 -1.56738 -1.92188 -0.076
C -4.04037 -1.63465 -3.29680 0.022
H -6.48097 -4.10491 -3.08326 0.101
H -6.11959 -3.73356 -0.70605 0.099
H -4.24292 -2.23631 0.02576 0.099
H -2.95447 -0.89330 -1.60644 0.084
H -3.53736 -1.12212 -4.10346 0.102
C -1.62312 -3.96963 1.45936 -0.045
C -2.14545 -4.55934 0.27541 -0.092
C -2.69693 -5.76826 0.24605 -0.133
C -2.68945 -6.50592 1.37122 -0.119
C -2.06373 -6.08382 2.52841 -0.092
C -1.56244 -4.81295 2.55195 -0.108
H -1.06850 -3.04429 1.40897 0.074
H -2.29177 -3.87066 -0.54357 0.092
H -3.12127 -6.18588 -0.65502 0.110
H -3.03540 -7.52716 1.30970 0.098
H -2.04240 -6.79649 3.33961 0.102
H -0.99411 -4.54405 3.43007 0.087
```

The expectation value of S² is 0.75. The LUMO energy (spin up / spin down) comes out at 0.0804 / 0.0804 hartree. Its net charge is -1. The spin multiplicity is 2. The calculation puts the calculated total energy at -92212.5423 eV. For the HOMO energy (spin up / spin down), the calculation gives -0.21 / -6.95 eV. The maximum force is 0.095 Eh/bohr.

=====

Entry 6:
# C4H3N3

A structure of composition C4H3N3 at a distorted geometry (ωB97M-V/def2-TZVPD, the Open Molecules 2025 dataset).

Geometry as XYZ:
```
10
Properties=species:S:1:pos:R:3:lowdin_charge:R:1
C -1.29662 0.02559 -0.04614 -0.100
C -0.50600 -1.15566 0.07266 -0.011
C -0.48616 1.11954 0.00054 -0.062
C 0.83582 -0.76761 0.15004 -0.222
N 2.27754 -0.65483 -0.14576 0.086
N 2.21476 0.56879 -0.13648 0.089
N 0.78758 0.61034 0.11087 -0.091
H -2.26342 0.23803 -0.11676 0.051
H -0.79841 -2.21694 -0.06437 0.108
H -0.76508 2.23276 0.17540 0.152
```

The LUMO energy comes out at -0.0196 hartree. Its net charge is 0. The spin multiplicity is 1. The calculation puts the calculated total energy at -8661.4270 eV. For the HOMO energy, the calculation gives -8.96 eV. The energy relative to the best compared isomer or geometry (same formula, charge and spin) comes out at 480.9 kJ/mol. The maximum force is 0.081 Eh/bohr.